[1]
Computed, not measured: a structure of composition C18H23Cl3N3O3S5W at a distorted geometry, with ωB97M-V/def2-TZVPD.

As for the relative energy (zero: lowest compared OMol25 entry of this formula, charge and spin): 19.7 kJ/mol. As for the orbital gap: 5.93 eV. Its multiplicity is 1. As for the net charge: +3. As for the total energy: -4527.353024 a.u.

XYZ file:
```
56
Properties=species:S:1:pos:R:3:forces:R:3:mulliken_charge:R:1
W 0.63143 -0.11758 0.48807 -0.71 2.62 -0.64 -1.457
C 2.00666 1.28700 -2.89651 0.09 0.06 0.03 -1.035
C 3.00098 1.64783 -1.80768 0.00 -0.16 -0.08 -0.829
S 2.27147 1.97918 -0.20351 0.18 -0.37 0.49 0.377
C 1.30424 3.45975 -0.47729 -0.06 0.07 -0.16 -0.658
C 0.45692 3.65595 0.75438 0.00 0.14 0.17 -1.087
S -0.72950 2.32097 0.99449 0.17 -0.60 0.08 0.398
C -1.97003 2.80932 -0.22068 0.01 0.10 -0.16 -0.822
C -2.94394 1.67319 -0.45119 -0.02 0.03 0.00 -1.100
S -2.14096 0.09477 -0.73992 0.06 -0.27 0.16 0.521
C -1.90358 0.00930 -2.52398 0.00 0.00 0.02 -1.110
C -0.70050 0.77846 -3.01971 -0.07 0.00 -0.12 -0.649
S 0.80579 0.07020 -2.32162 -0.05 -0.16 0.51 0.446
H 2.53587 0.83015 -3.73233 0.02 0.06 -0.06 0.576
H 1.46291 2.15354 -3.26912 0.03 0.04 0.01 0.513
H 3.56796 2.53913 -2.07951 0.06 0.00 0.00 0.658
H 3.71104 0.84495 -1.61627 0.03 0.00 -0.05 0.415
H 0.71355 3.35951 -1.38780 -0.03 0.08 0.01 0.332
H 2.00574 4.28749 -0.59663 0.00 0.02 -0.02 0.568
H -0.10836 4.58810 0.71657 -0.03 -0.02 -0.01 0.587
H 1.06517 3.67145 1.65687 0.02 0.10 0.00 0.480
H -1.47670 3.12946 -1.13716 -0.07 0.00 -0.03 0.469
H -2.49405 3.66319 0.21171 0.02 0.05 -0.02 0.573
H -3.60037 1.88292 -1.29556 -0.05 0.03 0.03 0.531
H -3.57228 1.51106 0.42443 -0.03 0.05 0.02 0.478
H -2.81832 0.36700 -2.99799 0.00 -0.01 -0.02 0.600
H -1.81462 -1.05572 -2.74543 -0.01 0.01 -0.06 0.393
H -0.74709 1.83410 -2.75898 -0.05 0.03 -0.05 0.350
H -0.61380 0.68676 -4.10421 0.00 0.02 -0.02 0.567
N 0.28815 1.28349 4.76155 0.00 0.00 -0.16 -0.429
C 0.20536 0.68147 3.57263 0.21 0.07 0.23 0.978
S 1.55819 0.96850 2.46081 -0.13 -0.20 -0.03 -0.205
N -0.82315 -0.01096 3.24665 -0.24 0.06 -0.04 -1.343
N -0.76891 -0.62995 2.00309 0.30 -0.05 0.16 0.955
C -1.55808 -1.67660 1.97981 0.02 -0.16 -0.05 -0.256
C -1.69645 -2.66632 0.96937 -0.04 0.13 0.29 1.093
C -2.65155 -3.67859 1.10833 -0.17 -0.16 0.06 -1.001
C -2.73117 -4.68475 0.16474 0.00 0.02 0.03 -0.855
C -1.84368 -4.70076 -0.91021 -0.01 -0.02 -0.01 -0.608
C -0.88762 -3.70171 -1.06946 0.05 -0.13 -0.23 -0.776
C -0.84690 -2.70111 -0.13160 0.38 0.21 0.03 0.535
O 0.02526 -1.66155 -0.26778 -0.44 -1.23 -0.47 0.783
H 1.11698 1.77445 5.04995 0.02 -0.01 0.03 0.199
H -0.44665 1.14378 5.43919 -0.01 -0.01 0.02 0.260
H -2.13698 -1.80180 2.88930 -0.06 0.02 -0.01 0.637
H -3.32448 -3.66454 1.95785 0.03 -0.02 -0.02 0.507
H -3.47016 -5.46648 0.27006 0.01 -0.01 -0.01 0.471
H -1.89040 -5.50373 -1.63487 -0.01 0.01 0.02 0.491
H -0.18508 -3.71238 -1.89379 -0.04 -0.01 0.02 0.583
Cl 4.77869 -2.51713 -0.43329 0.09 -0.09 -0.25 -0.057
C 3.98153 -2.27629 1.09440 0.03 0.53 0.18 0.819
Cl 3.76737 -3.73478 1.98807 -0.03 -0.33 0.16 -0.042
Cl 4.84083 -1.02928 2.06795 -0.11 -0.17 -0.13 -0.064
C 2.64756 -1.58911 0.88105 0.18 0.03 0.11 -0.457
O 1.65110 -1.71822 1.61544 0.05 -0.08 -0.04 -0.211
O 2.49464 -0.68709 -0.04269 0.44 -0.30 0.08 -0.091
```
Forces are in eV/Å.

[2]
Computed, not measured: the molecule C3H7N3O2 at a distorted geometry, with ωB97M-V/def2-TZVPD.

As for the relative energy (zero: lowest compared OMol25 entry of this formula, charge and spin): 122.9 kJ/mol. As for the orbital gap: 10.30 eV. The structure (SMILES) is NC(=O)CNC(N)=O. Its multiplicity is 1. As for the net charge: 0. As for the total energy: -433.275976 a.u.

XYZ file:
```
15
Properties=species:S:1:pos:R:3:forces:R:3:mulliken_charge:R:1
O -0.06467 1.87190 1.93523 -2.01 -0.67 -3.54 -0.587
C -0.47837 1.58442 0.77256 2.47 0.54 2.33 0.478
N -0.42812 2.49964 -0.27757 -1.09 -2.72 2.79 -0.327
C -0.84868 0.12491 0.37985 0.09 0.06 0.42 -0.309
N 0.08456 -0.34439 -0.68241 0.82 0.80 -0.90 -0.194
C 0.92871 -1.46911 -0.67453 0.33 -1.51 -2.18 0.477
N 0.78204 -2.41381 0.37990 -0.81 1.99 -0.73 -0.414
O 1.67392 -1.68095 -1.67682 -1.56 0.89 3.26 -0.636
H -0.28745 3.42187 -0.08118 0.69 2.66 0.82 0.211
H -0.33422 2.23435 -1.19244 -0.15 -0.83 -2.37 0.164
H -1.95368 0.10230 0.13506 1.22 -0.11 -0.40 0.213
H -0.74927 -0.53164 1.28402 0.22 0.86 -0.78 0.258
H 0.45603 0.35159 -1.42545 -1.11 -1.85 1.83 0.210
H -0.15493 -2.53096 0.77756 0.88 0.03 -0.23 0.206
H 1.37412 -3.22011 0.34625 0.01 -0.14 -0.34 0.251
```
Forces are in eV/Å.

[3]
Computed, not measured: a cluster of 2 separate species, C2H5NO in total at a distorted geometry, with ωB97M-V/def2-TZVPD.

As for the relative energy (zero: lowest compared OMol25 entry of this formula, charge and spin): 444.0 kJ/mol. As for the orbital gap: 8.54 eV. Its multiplicity is 1. As for the net charge: 0. As for the total energy: -209.053226 a.u.

XYZ file:
```
9
Properties=species:S:1:pos:R:3:forces:R:3:mulliken_charge:R:1
C 0.78631 0.11140 0.24814 1.39 4.30 0.48 -0.874
C -0.66597 0.06630 0.56769 2.16 -4.68 -3.06 -0.508
N -1.38398 -0.53325 -1.20370 1.21 0.85 1.64 0.098
O -0.51023 -0.51020 -1.97059 -0.67 -0.22 0.16 -0.216
H 1.51374 -0.08072 1.03821 -0.51 -0.68 0.41 0.318
H 1.15082 -0.39914 -0.62514 -0.31 -0.46 -0.56 0.331
H 1.06685 1.23138 0.08634 -0.38 -1.67 -0.29 0.222
H -1.17108 0.93327 0.68646 -1.64 2.38 0.78 0.365
H -0.78645 -0.81904 1.17259 -1.23 0.18 0.42 0.263
```
Forces are in eV/Å.

[4]
Computed, not measured: a cluster of 2 separate species, C3H4OS2 in total at a distorted geometry, with ωB97M-V/def2-TZVPD.

As for the relative energy (zero: lowest compared OMol25 entry of this formula, charge and spin): 289.3 kJ/mol. As for the orbital gap (alpha / beta): 7.08 / 5.96 eV. Its multiplicity is 3. As for the net charge: 0. As for the total energy: -988.081185 a.u.

XYZ file:
```
10
Properties=species:S:1:pos:R:3:forces:R:3:mulliken_charge:R:1
C 1.04356 0.53317 -1.57323 -0.89 0.29 -2.48 0.063
C 0.77033 0.52990 -0.40368 -0.09 -0.32 2.73 -0.418
C 0.70267 0.36844 1.01872 5.96 -1.41 -7.02 0.260
O -0.22487 0.64440 1.70052 -5.97 1.81 5.05 -0.228
S 2.30483 -0.04312 1.62500 0.97 -0.85 -2.12 -0.147
S -2.24211 -0.88619 -0.31304 -0.52 -0.59 -0.43 -0.307
H 0.87608 0.51509 -2.65391 0.70 -0.07 0.98 0.359
H -2.92749 -1.88587 -0.95968 0.38 0.71 0.33 0.155
H 2.14692 0.20267 2.84376 -0.52 0.64 2.89 0.116
H -2.44993 0.02152 -1.28447 -0.01 -0.22 0.07 0.147
```
Forces are in eV/Å.